DFT (the ωB97M-V functional and the def2-TZVPD basis) results for a structure of composition C23H21F3N4O4PdS.

Summary:
Kohn-Sham gap (alpha / beta): 6.94 / 6.70 eV
E_HOMO (alpha / beta): -7.643 / -7.616 eV
relative energy (zero: lowest compared OMol25 entry of this formula, charge and spin): 4.98 kcal/mol
expectation value of S²: 2.011
lowest unoccupied orbital energy (alpha / beta): -0.0259 / -0.0336 Ha

```
! wB97M-V def2-TZVPD RIJCOSX def2/J DEFGRID3
* xyz 0 3
Pd -0.686 -1.130 -1.660
S -1.388 -3.435 -0.846
F 0.395 1.206 -5.665
F -1.552 0.388 -6.147
F -1.406 2.196 -4.972
O -0.493 0.798 -2.848
O -2.854 -0.571 -1.074
O -1.012 -1.057 -3.981
O 1.381 -1.591 -1.497
N -1.811 -2.534 1.620
N -0.431 0.084 0.044
N 0.629 0.742 0.234
N 0.386 -2.848 1.044
C 3.746 3.080 1.639
C 5.245 2.025 0.103
C 1.852 0.397 -0.218
C -2.777 2.331 1.900
C -1.622 0.753 0.472
C -4.029 0.970 0.368
C 3.479 -0.653 -1.755
C 4.206 1.189 -0.342
C 2.717 2.272 1.215
C -0.783 0.166 -3.897
C -1.607 1.736 1.456
C -0.903 -2.890 0.709
C 4.436 0.209 -1.367
C 0.877 -2.289 2.300
C -1.481 -1.963 2.924
C -2.856 0.384 -0.086
C 2.921 1.299 0.218
C -0.154 -2.540 3.386
C 5.027 2.958 1.085
C -0.846 1.001 -5.194
C -4.093 -0.999 -1.630
C -3.991 1.940 1.361
C 2.167 -0.654 -1.160
H 1.020 -2.921 0.262
H 6.226 1.919 -0.348
H -3.841 -1.771 -2.348
H 5.418 0.174 -1.830
H 1.732 2.377 1.645
H -0.261 -3.615 3.546
H -4.740 -1.414 -0.858
H -1.414 -0.875 2.849
H -0.646 2.025 1.859
H 3.563 3.821 2.408
H 5.834 3.593 1.429
H -4.980 0.688 -0.061
H -2.284 -2.204 3.618
H -2.738 3.103 2.658
H 3.658 -1.403 -2.517
H -2.768 -2.620 1.332
H -4.593 -0.172 -2.135
H -4.917 2.386 1.703
H 0.159 -2.078 4.321
H 1.824 -2.768 2.538
H 1.060 -1.215 2.193
*
```